(1)
A cluster of 2 separate species, C4H14NO2 in total, computed with wB97M-V/def2-TZVPD.

HOMO energy: -14.38 eV
total energy: -365.7477 a.u.
charge: +1
ΔE to the lowest compared entry with this formula, charge and spin: 218.0 kJ/mol

The geometry in XYZ format:
```
21
Properties=species:S:1:pos:R:3:forces:R:3:nbo_charge:R:1
O 0.57303 -0.91480 -2.17084 -0.173 -0.184 1.477 -0.76
C 0.59600 0.48779 -2.17547 -2.595 1.673 -1.202 -0.07
C 0.48064 1.12757 -0.68733 1.340 -2.357 -1.720 -0.24
N 0.02404 0.00557 0.28099 0.948 3.366 0.611 -0.56
C -1.36663 0.36552 0.79052 2.350 -2.858 4.370 -0.20
C -2.12634 -0.94834 0.74887 -1.623 0.073 3.735 -0.67
H 1.07708 -1.33447 -2.86306 0.324 0.200 -0.377 0.51
H 1.50216 0.88172 -2.70215 -0.945 -0.094 0.502 0.21
H -0.43684 0.81079 -2.74753 2.726 -0.345 1.130 0.18
H 1.49503 1.34783 -0.34565 -0.266 0.437 -0.130 0.23
H -0.18076 2.00979 -0.69774 0.336 -0.692 0.308 0.24
H 0.81902 0.04346 1.00478 -1.451 -0.486 -0.504 0.48
H 0.01702 -0.92295 -0.12127 0.179 -0.104 -0.741 0.45
H -1.18002 0.78436 1.90821 -0.787 -1.056 -2.599 0.23
H -1.80412 1.11107 0.25177 -0.836 1.896 -1.786 0.21
H -1.99443 -1.56025 1.70618 0.477 0.675 -1.332 0.24
H -3.18618 -0.73557 0.87283 -0.233 0.150 -0.398 0.25
H -2.03369 -1.59887 -0.07747 0.486 -0.309 -1.220 0.23
H 2.53210 0.19211 2.93105 0.021 -0.101 -1.617 0.50
H 2.66532 -1.02531 2.11189 0.590 -2.910 0.032 0.48
O 2.52754 -0.12700 1.98142 -0.868 3.024 1.463 -0.95
```
Positions in Å, forces in eV/Å.


(2)
A structure of composition C33H24Br2CeN6O6, computed with wB97M-V/def2-TZVPD.

HOMO energy (alpha / beta): -13.39 / -13.39 eV
total energy: -7674.7244 a.u.
charge: +2
ΔE to the lowest compared entry with this formula, charge and spin: 46.4 kJ/mol

The geometry in XYZ format:
```
72
Properties=species:S:1:pos:R:3:forces:R:3:mulliken_charge:R:1
Ce 0.26520 0.30990 -0.07080 -0.767 0.111 -0.001 0.23
C 2.29810 -2.67850 -1.17610 0.734 -0.091 -0.096 -1.38
O 1.02960 -2.13830 -0.80180 -0.689 0.325 0.221 -0.09
C -0.07850 -2.91620 -1.09550 -0.906 -0.059 0.281 0.53
C -0.07400 -3.98330 -1.98070 0.176 0.177 -0.011 -0.60
C -1.22540 -4.73370 -2.17600 0.044 0.077 0.066 -0.81
C -2.39180 -4.43270 -1.49360 0.072 0.081 0.007 -1.03
C -2.41930 -3.35580 -0.63090 0.158 0.260 0.092 -0.27
C -1.27610 -2.57900 -0.42040 0.590 -0.872 -0.762 0.64
N -1.24920 -1.45290 0.41900 -0.955 0.707 0.786 0.71
N -2.31660 -1.33220 1.15240 1.066 -0.115 -0.422 -0.72
C -2.54470 -0.27910 1.93340 0.660 0.571 0.123 0.32
C -1.61770 0.79820 2.21880 -2.743 0.318 1.079 0.61
O -0.37750 0.75860 1.90520 1.320 -0.360 -0.558 -0.52
C -2.14780 1.95930 2.87350 0.892 -0.357 -0.339 -0.70
C -3.45230 2.05650 3.23790 -0.193 -0.358 0.004 -0.93
C -4.35120 0.96490 3.07870 0.027 -0.190 -0.089 1.13
C -5.67890 1.02790 3.53420 -0.112 -0.018 0.038 -1.11
C -6.50240 -0.06760 3.44530 -0.037 0.220 0.054 -0.65
C -6.02580 -1.25570 2.88890 0.150 0.016 -0.075 -0.83
C -4.74470 -1.32490 2.39570 0.043 -0.034 -0.059 -0.70
C -3.88460 -0.22340 2.47600 -0.385 0.090 0.238 1.19
H 2.45690 -2.60850 -2.25780 -0.106 0.010 0.143 0.43
H 2.37910 -3.72210 -0.85910 -0.083 0.187 0.009 0.57
H 3.05000 -2.08210 -0.65890 -0.079 -0.129 -0.071 0.30
H 0.81650 -4.23990 -2.53070 0.124 -0.044 0.002 0.50
H -1.20330 -5.56040 -2.86550 0.043 -0.129 -0.100 0.46
H -3.27810 -5.03010 -1.63570 -0.078 -0.042 -0.028 0.45
H -3.32290 -3.09570 -0.10200 -0.038 -0.013 0.002 0.39
H -1.44760 2.76510 3.05140 -0.004 0.042 0.061 0.60
H -3.82380 2.96300 3.69950 0.043 0.057 0.018 0.49
H -6.03860 1.94930 3.96770 -0.036 0.079 0.086 0.47
H -7.51580 -0.01990 3.81040 -0.092 0.048 0.061 0.44
H -6.66510 -2.12440 2.84740 -0.048 -0.063 -0.015 0.45
H -4.36750 -2.23420 1.95960 -0.074 -0.153 0.003 0.50
C -1.66000 0.15270 -3.89440 0.040 -0.008 0.016 -1.10
C -0.19530 0.19050 -3.66770 -0.519 0.013 -0.238 0.02
N 0.39340 0.33020 -2.48820 0.137 -0.090 -0.128 0.53
C 1.75840 0.34530 -2.73140 0.933 -0.016 -0.356 -0.18
C 1.96580 0.21090 -4.08750 0.158 0.133 0.529 0.14
N 0.72000 0.11450 -4.64810 0.250 0.041 0.797 -0.02
C 3.14940 0.14120 -5.01110 -0.070 -0.043 -0.244 0.54
O 4.32640 0.37950 -4.50600 0.376 0.035 0.390 -0.53
O 2.93320 -0.11990 -6.16860 -0.074 0.094 0.290 -0.57
C 2.79460 0.46420 -1.62450 1.594 0.285 -3.980 1.15
O 3.96670 0.63900 -1.95990 -0.968 -0.164 0.991 -0.82
O 2.37390 0.36800 -0.43800 -0.436 -0.064 2.109 -0.24
H -2.17310 0.08480 -2.93760 -0.025 -0.019 -0.096 0.00
H -1.92850 -0.70380 -4.50850 -0.074 -0.058 -0.022 0.45
H -1.98410 1.05660 -4.40950 -0.061 0.026 -0.001 0.36
H 0.59290 -0.01110 -5.64610 -0.049 0.005 -0.022 0.28
H 4.32950 0.53640 -3.50790 -0.279 -0.101 -0.712 0.41
Br 1.59490 7.42850 -0.02300 -0.110 -0.559 -0.028 -0.07
C 1.23250 5.57490 -0.03600 0.148 0.256 0.058 -0.13
C 2.24960 4.65040 0.15970 -0.199 -0.009 -0.075 -0.98
C 1.92550 3.30420 0.11020 0.506 0.210 0.092 -0.22
N 0.68490 2.84990 -0.06200 -0.160 -0.212 -0.062 0.24
C -0.30840 3.74780 -0.19140 0.038 0.358 -0.030 0.64
C -0.06740 5.11820 -0.22400 0.065 -0.350 0.022 -0.85
C -1.68050 3.19370 -0.25490 -0.317 0.174 0.006 0.97
C -2.78850 3.97470 0.06630 0.126 -0.229 -0.182 -0.95
C -4.04990 3.39770 0.03780 -0.154 0.036 -0.055 -0.67
Br -5.57100 4.42880 0.44670 0.319 -0.241 -0.026 -0.03
C -4.17440 2.05470 -0.29500 0.144 0.131 -0.005 -1.01
C -3.01760 1.35300 -0.58080 -0.331 -0.070 -0.155 -0.13
N -1.79580 1.89120 -0.57490 0.369 -0.108 0.319 0.35
H 3.26610 4.96280 0.33440 0.099 -0.002 -0.024 0.49
H 2.70450 2.55650 0.22390 -0.050 0.155 0.017 0.65
H -0.86000 5.82710 -0.40040 -0.090 0.003 0.030 0.58
H -2.68570 5.00760 0.35430 0.078 0.081 0.014 0.47
H -5.13830 1.57440 -0.31880 -0.084 -0.106 -0.018 0.53
H -3.07830 0.29820 -0.83370 -0.050 0.064 0.028 0.62
```
Positions in Å, forces in eV/Å.


(3)
The molecule C6H9N, computed with wB97M-V/def2-TZVPD.

HOMO energy: -7.46 eV
total energy: -288.7082 a.u.
SMILES string: Cc1cc[nH]c1C
charge: 0
ΔE to the lowest compared entry with this formula, charge and spin: 193.8 kJ/mol

The geometry in XYZ format:
```
16
Properties=species:S:1:pos:R:3:forces:R:3:nbo_charge:R:1
C -1.13199 1.50872 -0.72987 -0.032 -0.148 -0.055 -0.63
C -0.72215 0.10945 -0.31075 0.334 -0.147 0.201 -0.08
C -1.40994 -1.11896 -0.47911 2.234 -1.748 0.211 -0.32
C -0.45835 -2.19782 0.19186 -1.400 1.741 -0.294 -0.09
N 0.54767 -1.43074 0.68561 -0.064 0.519 -0.143 -0.48
C 0.45531 -0.12462 0.35053 0.204 0.330 0.199 0.08
C 1.65733 0.71513 0.49718 0.229 0.367 0.172 -0.64
H -1.96009 1.55324 -1.44590 0.145 -0.270 0.106 0.22
H -0.28678 2.04493 -1.17995 -0.194 -0.106 0.057 0.21
H -1.44959 2.08394 0.15208 0.078 -0.141 -0.214 0.22
H -2.08979 -1.00326 -1.37794 0.225 -1.587 1.569 0.23
H -0.26163 -3.22354 0.66719 -1.830 1.110 -1.593 0.22
H 1.21178 -1.69843 1.40540 -0.211 -0.356 -0.499 0.41
H 1.42365 1.73540 0.20141 0.198 0.074 0.139 0.23
H 2.45690 0.33786 -0.15590 -0.075 0.167 0.152 0.22
H 2.01767 0.70871 1.52816 0.160 0.194 -0.009 0.21
```
Positions in Å, forces in eV/Å.